Record 1
Density functional theory data (wB97M-V/def2-TZVPD) for a 2-piece molecular cluster, C3H8N2O overall at a distorted geometry.

Properties
spin multiplicity = 1
HOMO-LUMO gap (alpha / beta) = 0.28911 / 0.29700 Ha
energy = -8262.2168 eV
lowest unoccupied orbital energy (alpha / beta) = 0.02 / 0.30 eV

Atoms and positions in Å:
H (-0.36797, -0.96284, 1.67552)
C (-0.15077, -0.97032, 0.61409)
C (0.15510, 0.58818, -0.30934)
N (-0.42868, 2.44202, -0.74090)
C (0.28712, -2.24279, -0.01427)
H (0.74699, 0.38775, -1.19374)
H (0.23570, 3.10306, -1.13465)
H (-1.29120, 2.79173, -0.32776)
H (1.05433, -2.72207, 0.59681)
H (0.68530, -2.09042, -1.01978)
H (-0.55799, -2.94126, -0.10220)
N (0.65124, 1.35939, 0.66203)
O (-1.01550, -0.13225, -0.15224)
H (-0.00367, 1.38984, 1.44642)

Löwdin atomic charge list, values in e, 8 entries: H 0.113; C -0.205; C -0.459; N 0.061; C -0.080; H 0.137; H 0.017; H 0.021

***

Record 2
Density functional theory data (wB97M-V/def2-TZVPD) for a 11-piece molecular cluster, C24H68N2O17S overall.

Properties
SMILES = CCOCCO[C@@H]1C[C@@H](CC(=O)N(C)C)S(=O)(=O)O[C@@]1(O)CCN.CO.CO.CO.CO.CO.CO.CO.CO.CO.CO
spin multiplicity = 1
HOMO-LUMO gap = 0.33863 Ha
energy = -74607.7743 eV
lowest unoccupied orbital energy = 0.13 eV

Atoms and positions in Å:
O (1.38688, -0.31615, 1.27050)
H (0.32538, 5.75057, 0.19984)
H (3.05514, 5.45522, -3.06124)
H (3.44556, 5.81978, 1.44963)
H (0.14874, -2.27686, 2.27173)
O (7.27541, 0.52492, -4.96055)
O (-1.76608, -7.23084, 1.26840)
H (-1.67380, -1.89417, 4.54192)
H (-3.82704, -7.43261, 0.98110)
C (8.53795, 0.92698, -5.48474)
H (4.22768, 5.14718, -4.34322)
H (-7.42141, -3.48892, -1.10799)
C (-6.02959, -2.47286, 1.99785)
H (1.28189, 2.58934, -2.65733)
H (-0.24864, -4.37993, -0.45626)
H (-1.61504, 5.92648, -1.09483)
H (-9.44802, 0.66968, 3.66351)
H (3.92167, -3.97590, -0.56624)
H (-3.48426, -2.63568, -1.53911)
O (-1.52472, -2.98182, -2.07545)
H (-5.00115, -0.15196, 4.24338)
H (4.75079, 5.09421, -2.64481)
H (-4.61909, -3.52512, 2.83699)
H (-2.42369, -0.48641, -1.52663)
H (-5.75802, -1.53193, 2.47615)
H (-8.24005, 1.79755, 4.32329)
C (-0.73991, -0.29772, 2.51882)
H (-1.25191, 7.65833, -1.15845)
C (-0.42866, -5.04157, -1.30464)
C (3.48381, -3.26220, 0.12873)
C (0.23817, 0.96529, -1.04347)
H (8.70848, 1.95275, -5.16747)
H (0.54846, -1.46548, 3.78928)
H (5.40659, 3.19493, -4.41171)
O (5.29295, 4.95198, 0.98672)
H (8.54026, 0.88748, -6.57683)
O (0.35857, 1.71237, 1.78421)
C (-2.23654, -1.16582, -0.68278)
H (9.34264, 0.29848, -5.09559)
H (-1.23795, -4.59248, -3.27990)
H (-3.34692, -6.62858, 2.49565)
H (-7.33536, 0.35396, 2.72854)
O (-0.07048, 6.62527, 0.12340)
H (0.50775, -5.22171, -1.83230)
C (-8.51248, 0.74418, 4.22275)
C (4.65943, 2.58093, -3.90433)
H (1.99862, -0.06230, 1.97741)
H (-0.79750, 0.41383, 3.35018)
H (5.19039, 2.01887, -3.13360)
C (-4.96321, -0.73849, 5.15378)
N (-1.29835, -2.40205, 3.75024)
H (9.01343, 3.50662, -2.40853)
C (1.50640, 1.76035, -0.65911)
C (-0.56285, 0.31534, 0.09318)
H (2.35458, 1.07679, -0.62226)
H (4.89100, 4.35562, 0.34756)
H (-1.68881, -8.08534, 1.70103)
H (-1.75965, -0.39978, 2.13862)
C (-2.47408, -2.59006, -1.10710)
H (4.23912, 1.89918, -4.64537)
H (-6.43903, -1.42540, -1.64830)
H (-2.08887, -2.51945, 3.12410)
O (7.38091, 3.33793, -1.21639)
H (-6.86492, -2.91871, 2.54286)
H (7.11790, -0.38204, -5.23652)
H (8.11118, 1.99213, -2.63304)
C (-6.40064, -3.37138, -1.48011)
H (0.53545, 0.18545, -1.74853)
H (-5.06533, -0.06798, 6.01067)
C (0.15081, 0.32096, 1.43229)
H (-6.33558, -2.27724, 0.97082)
C (-0.80876, 6.66735, -1.08377)
H (3.41722, -3.73421, 1.11376)
H (-3.15891, -5.79082, 0.94991)
O (2.72645, 2.27621, 1.63507)
H (-2.46254, -3.26792, -0.24181)
O (-4.91167, -3.35542, 1.93648)
H (1.81358, -2.27904, 0.23469)
H (-0.81985, -5.98980, -0.92843)
C (4.28355, 5.29967, 1.92451)
H (-2.95610, -0.93094, 0.11639)
N (3.58895, 3.42631, -3.33831)
O (-5.88648, -2.07324, -1.20221)
O (2.20545, -2.91321, -0.37655)
H (-0.42962, 1.64107, -1.58738)
C (8.01883, 3.06734, -2.45324)
H (-8.66489, 0.32622, 5.21491)
C (3.26461, 3.02544, -2.00742)
C (-1.46802, -4.39143, -2.22974)
H (-6.38161, -3.59184, -2.55048)
H (-2.45781, -4.82989, -2.03832)
H (-0.17155, 6.50993, -1.96084)
H (6.49165, 2.96519, -1.22879)
S (1.47788, 2.51733, 0.97654)
O (-0.91329, -1.01731, -0.19618)
C (-3.09663, -6.76028, 1.43987)
H (4.14604, -2.39311, 0.19752)
H (1.41590, 3.80516, -1.39345)
O (0.98108, 3.86032, 0.87161)
H (4.73923, 5.97142, 2.64975)
H (-3.64978, -1.95159, 5.95388)
H (-5.79031, -1.44916, 5.14523)
O (-7.47129, -0.01129, 3.60795)
H (3.90012, 4.42038, 2.44876)
C (-0.25355, -1.64563, 3.06609)
C (1.79764, 2.83374, -1.72900)
O (-3.70930, -1.42323, 5.15225)
H (-1.47931, 0.90088, 0.25325)
O (4.07881, 2.86974, -1.14163)
H (7.46950, 3.52494, -3.28270)
H (-5.75847, -4.08114, -0.96385)
C (3.92894, 4.85786, -3.33477)

Löwdin atomic charge list, values in e, 8 entries: O 0.036; H 0.022; H 0.087; H 0.074; H 0.109; O -0.134; O -0.127; H 0.035

***

Record 3
Density functional theory data (wB97M-V/def2-TZVPD) for a 6-piece molecular cluster, C16H32FNO10S2 overall at a distorted geometry.

Properties
spin multiplicity = 1
HOMO-LUMO gap = 0.35158 Ha
energy = -63454.9125 eV
lowest unoccupied orbital energy = -0.14 eV

Atoms and positions in Å:
O (-2.37437, -0.32387, 3.28037)
H (-2.20637, 3.92013, 3.42637)
C (2.01563, -2.39487, -1.66663)
H (1.10763, 2.55513, 0.27637)
H (-1.35437, -3.79787, 1.61337)
H (-3.64837, 3.43213, 2.67837)
H (3.28063, -4.98387, -3.27163)
C (2.22763, -5.08187, -1.42463)
H (-1.16437, 1.61613, -1.08763)
H (-1.76237, 2.09513, 4.39937)
H (-1.46537, 2.50813, 1.46337)
H (1.58663, -4.98587, -3.50863)
O (0.26663, 2.52513, -3.56663)
C (2.75663, -0.18387, 1.22737)
H (-1.65937, -2.52787, 0.76037)
N (-1.21437, -2.77987, 1.51037)
H (0.57763, 1.46913, 1.77237)
H (2.32563, -2.69887, -3.90063)
O (-0.38537, 4.69213, -3.53363)
C (2.43663, -4.60387, -2.86563)
S (-3.22937, 0.77413, 2.97637)
C (-0.04037, 1.24513, -2.99963)
H (-0.10937, -2.51587, 1.19437)
H (3.14663, -5.04887, -0.67363)
H (3.67963, -0.58387, 0.96337)
O (-4.63037, 0.55813, 3.08137)
H (2.59063, -0.48287, 2.32837)
H (-2.66537, 3.40013, 0.86437)
C (3.15163, 2.97813, 2.43937)
H (2.01063, -0.74987, 0.74637)
H (2.84563, 1.45113, -0.02663)
H (-2.51337, 0.39613, 0.76437)
H (-2.35137, -0.15187, -2.45663)
C (-2.79837, 3.20213, 2.85137)
H (0.74963, 0.81913, -2.44763)
C (-2.60937, 0.92413, -2.56163)
H (3.70663, -3.33387, -2.83363)
C (-1.26137, 1.71213, -2.22463)
C (2.71063, 1.35313, 0.96437)
O (1.81963, 2.97813, 2.34037)
H (-3.52137, 2.28413, 4.82837)
H (-2.60937, 1.09813, -3.49663)
O (3.66863, 1.97313, 1.75837)
O (3.85963, 3.76913, 3.02237)
S (1.32963, -3.77487, -0.79563)
C (1.34063, 2.07513, 1.39537)
F (-0.36037, -0.56687, 0.00437)
C (-3.05737, 1.27813, 1.28337)
H (-3.50237, 1.24313, -2.03063)
H (-0.26937, 0.68813, -3.97863)
C (-0.49837, 3.49913, -3.18563)
H (2.74063, -2.30387, -0.92963)
O (1.69863, -3.62087, 0.55337)
H (1.47963, -1.49987, -1.84063)
H (-1.55837, -2.05687, 2.16337)
H (-3.84137, 1.63713, 0.85837)
H (1.57263, -5.89387, -1.15563)
O (-0.03337, -3.81987, -1.24163)
C (2.67363, -3.13487, -2.96863)
O (-1.50637, 3.04313, -2.56063)
C (-2.36637, 2.65413, 1.47537)
C (-2.78837, 2.05413, 3.96837)

Löwdin atomic charge list, values in e, 8 entries: O -0.321; H 0.135; C -0.153; H 0.184; H 0.153; H 0.003; H 0.071; C -0.219